Record 1
Below is 2 unconnected molecules or ions with the total composition C11H12NO2, with properties calculated with ωB97M-V with the def2-TZVPD basis set.

<S²>: 0.7505
Charge: -2
Electronic energy (eV): -17184.068
Spin multiplicity: 2
LUMO energy (alpha / beta) (eV): 5.80 / 5.77

Geometry (Å):
C (-3.20, -2.08, 0.83)
C (-1.13, -1.63, -0.59)
C (0.06, -0.33, 0.85)
C (-1.80, -1.58, 0.67)
C (-1.01, -0.91, 1.53)
C (0.79, 0.82, 1.32)
C (0.59, 1.16, 2.63)
C (-1.26, -0.41, 2.89)
C (-0.49, 0.64, 3.44)
N (0.08, -0.85, -0.45)
H (0.72, -0.57, -1.19)
H (-1.31, -1.96, -1.61)
H (1.54, 1.07, 0.46)
H (-3.21, -2.87, 1.55)
H (-3.45, -2.57, -0.11)
H (1.31, 1.83, 3.13)
H (-2.08, -0.99, 3.29)
H (-0.84, 0.88, 4.40)
H (-3.86, -1.30, 1.27)
C (2.73, 1.96, -3.60)
C (1.64, 1.14, -2.78)
O (0.46, 1.25, -3.14)
O (2.12, 0.45, -1.85)
H (3.08, 2.82, -3.04)
H (2.18, 2.40, -4.42)
H (3.49, 1.27, -3.98)



Record 2
Below is C4H5N3 in the gas phase, with properties calculated with ωB97M-V with the def2-TZVPD basis set.

Structure (SMILES): [H]/N=C/c1cn[nH]c1
Charge: 0
Electronic energy (eV): -8697.534
LUMO energy (eV): 0.84

Geometry (Å):
H (3.19, -0.67, -1.03)
N (2.17, -0.35, -0.96)
C (1.37, -0.85, -0.17)
C (0.07, -0.19, -0.07)
C (-0.42, 0.92, -0.83)
N (-1.65, 1.31, -0.47)
N (-1.82, 0.62, 0.61)
C (-0.96, -0.39, 0.88)
H (1.61, -1.43, 0.71)
H (0.12, 1.47, -1.62)
H (-2.65, 0.65, 1.25)
H (-1.02, -1.10, 1.72)



Record 3
Below is a molecular structure, C21H48IO5P2SScSi, with properties calculated with ωB97M-V with the def2-TZVPD basis set.

Charge: +2
Electronic energy (eV): -98877.552
LUMO energy (eV): -8.75

Geometry (Å):
C (1.06, 5.81, 0.78)
C (1.54, 4.49, 0.47)
H (1.92, 6.51, 0.79)
H (0.55, 5.77, 1.77)
H (0.31, 6.09, 0.00)
O (2.19, 3.56, 0.22)
I (-2.74, 1.92, 0.56)
Sc (-0.77, 0.19, 0.00)
P (-0.23, 0.74, -2.51)
C (0.81, -0.28, -3.61)
C (-1.87, 0.58, -3.33)
H (-1.77, 0.90, -4.37)
H (-0.05, 2.60, -4.05)
H (-2.60, 1.23, -2.81)
H (-0.21, 3.17, -2.36)
H (0.60, -1.35, -3.48)
H (-2.24, -0.45, -3.29)
C (0.26, 2.42, -3.01)
H (0.63, -0.01, -4.66)
H (1.35, 2.54, -2.93)
H (1.87, -0.12, -3.37)
P (0.22, -0.29, 2.37)
C (1.39, -1.63, 2.71)
C (0.84, 1.07, 3.42)
H (-2.07, -0.19, 3.17)
H (-0.96, -0.97, 4.35)
H (-1.55, -1.88, 2.91)
C (-1.24, -0.90, 3.29)
H (0.26, 1.99, 3.23)
H (0.73, 0.80, 4.48)
H (1.50, -1.78, 3.80)
H (2.38, -1.39, 2.29)
H (1.89, 1.27, 3.20)
H (1.04, -2.57, 2.25)
C (1.41, -0.27, -0.35)
O (2.51, -0.61, -0.52)
C (-4.19, -4.35, 1.05)
C (-2.99, -4.78, 1.89)
C (-3.24, -4.43, 3.35)
C (-2.78, -6.28, 1.71)
O (-1.77, -4.10, 1.47)
Si (-1.32, -3.56, -0.03)
S (-2.20, -1.74, -0.42)
O (0.33, -3.57, 0.01)
C (1.20, -4.74, -0.06)
C (2.46, -4.44, 0.73)
C (0.51, -5.96, 0.52)
C (1.57, -5.02, -1.52)
O (-1.84, -4.66, -1.17)
C (-2.24, -4.51, -2.56)
C (-1.27, -3.60, -3.31)
C (-2.23, -5.92, -3.12)
C (-3.65, -3.93, -2.66)
H (-5.10, -4.79, 1.48)
H (-4.09, -4.71, 0.02)
H (-4.31, -3.26, 1.03)
H (-4.12, -4.98, 3.72)
H (-2.38, -4.72, 3.97)
H (-3.42, -3.36, 3.48)
H (-2.62, -6.50, 0.64)
H (-1.91, -6.62, 2.28)
H (-3.67, -6.84, 2.05)
H (2.24, -4.36, 1.80)
H (3.19, -5.25, 0.59)
H (2.92, -3.50, 0.39)
H (1.21, -6.80, 0.53)
H (0.18, -5.78, 1.55)
H (-0.36, -6.27, -0.08)
H (0.70, -5.41, -2.08)
H (1.95, -4.12, -2.01)
H (2.36, -5.79, -1.55)
H (-0.24, -3.96, -3.20)
H (-1.53, -3.61, -4.38)
H (-1.33, -2.57, -2.95)
H (-2.95, -6.54, -2.58)
H (-2.51, -5.91, -4.19)
H (-1.24, -6.37, -3.02)
H (-4.37, -4.58, -2.15)
H (-3.71, -2.92, -2.23)
H (-3.93, -3.87, -3.72)



The calculation returns the following energy relative to the best compared isomer or geometry (same formula, charge and spin) values, one per record and in order: 1.042, 2.278, 0.000 eV.